DFT (ωB97M-V/def2-TZVPD) results for a cluster of 9 separate species, C35H88BrNO12PS2 in total.

## Properties
HOMO-LUMO gap = 0.23518 Ha
Charge = -1
Total energy = -6055.587152 Eh
Largest force on an atom = 0.0153 hartree/bohr
HOMO energy = -4.596 eV

Structure (XYZ):
```
140
Properties=species:S:1:pos:R:3:forces:R:3:lowdin_charge:R:1
C 5.037 0.741 -2.251 -0.0694 0.0477 -0.0820 -0.094
C 5.287 -0.754 -2.162 0.5162 -0.3129 0.1466 -0.225
N 4.535 -1.500 -1.117 -0.6373 0.2684 -0.1871 -0.208
C 3.452 -2.336 -1.654 0.1829 0.0898 -0.1023 -0.241
C 3.990 -3.428 -2.570 0.0095 -0.0712 0.0525 -0.071
C 4.247 -0.765 0.019 0.0839 -0.3736 -0.1662 -1.124
S 5.448 -0.314 1.030 0.3603 0.3727 0.1583 0.600
S 2.649 -0.028 0.286 -0.0123 0.0111 0.2767 0.911
C 1.379 -1.323 0.433 -0.2000 -0.2640 0.0211 -0.440
C -0.027 -0.785 0.117 0.0544 0.1404 0.2066 -0.288
C -0.160 0.469 -0.734 -0.2418 0.0432 -0.1699 -0.319
P 0.332 0.484 -2.568 0.2137 0.2809 -0.0024 0.659
C 0.738 0.652 -4.428 0.0213 0.2005 0.1517 -0.311
O 1.909 1.470 -4.603 -0.0937 0.0679 -0.2134 -0.234
O 1.516 2.850 -4.474 0.1531 -0.2139 0.2023 -0.069
O 0.730 -1.238 -2.593 -0.0347 -0.0106 -0.0390 -0.348
C -0.284 -2.122 -2.929 0.1969 -0.2949 -0.1020 -0.292
C -1.513 -1.333 -3.374 -0.0344 0.2758 0.7366 -0.701
Br -1.786 -1.534 -5.456 -0.0460 -0.1603 -0.3994 0.450
O -1.403 -0.079 -3.014 -0.2272 -0.0060 -0.1478 -0.276
H 3.972 0.971 -2.273 -0.0156 0.0034 0.0181 0.052
H 5.516 1.280 -1.435 -0.0845 0.0131 0.0595 0.048
H 5.465 1.103 -3.188 0.0297 0.0175 -0.0059 0.078
H 6.355 -0.944 -2.024 0.0080 0.0328 -0.0083 0.106
H 5.004 -1.205 -3.110 -0.0243 -0.0785 0.0032 0.103
H 2.681 -1.744 -2.159 0.0620 -0.0840 0.1117 0.103
H 2.991 -2.822 -0.796 0.2397 -0.0832 -0.1448 0.088
H 4.965 -3.765 -2.214 0.0256 -0.0543 -0.0276 0.079
H 4.083 -3.108 -3.607 0.0552 0.0209 -0.0182 0.071
H 3.308 -4.280 -2.562 -0.0377 0.0095 -0.0812 0.058
H 1.595 -2.184 -0.187 -0.1505 0.3308 0.0059 0.041
H 1.421 -1.658 1.468 -0.0305 -0.0706 0.0082 0.055
H -0.533 -0.606 1.072 -0.0196 0.0356 0.0288 0.100
H -0.595 -1.575 -0.365 0.0536 -0.0900 0.1178 0.063
H -1.226 0.715 -0.724 -0.0069 0.1496 -0.0445 0.069
H 0.359 1.330 -0.297 0.0777 -0.0438 -0.0219 0.038
H 1.680 0.863 -2.275 0.0224 -0.1752 0.0060 0.004
H -0.131 1.856 -2.582 -0.1306 -0.0133 -0.0112 0.024
H -0.092 1.114 -4.967 -0.0183 -0.0693 -0.0673 0.073
H 1.020 -0.288 -4.904 -0.0476 -0.0612 0.0146 0.075
H 1.491 2.925 -3.508 -0.0957 0.1240 -0.0412 0.058
H -0.595 -2.701 -2.047 -0.0547 -0.0626 0.0055 0.101
H 0.039 -2.834 -3.695 0.0261 0.0590 -0.0136 0.098
H -2.449 -1.801 -3.069 -0.0349 0.0045 -0.1672 0.054
C -0.948 5.290 0.382 0.0108 -0.0260 -0.0266 -0.054
C -0.109 4.215 1.058 -0.0141 0.1072 -0.0256 -0.494
C 0.287 4.613 2.473 0.1033 -0.0689 0.0679 -0.047
O 1.029 3.896 0.276 0.0241 -0.0936 -0.0805 -0.057
H -0.368 6.215 0.299 -0.0154 0.0071 0.0069 0.079
H -1.228 4.969 -0.621 0.0001 0.0038 -0.0038 0.080
H -1.854 5.504 0.953 0.0008 -0.0046 0.0111 0.076
H -0.682 3.285 1.098 -0.0103 0.0018 -0.0071 0.133
H 0.890 5.526 2.446 -0.0857 0.0354 0.0201 0.060
H 0.883 3.822 2.930 0.0281 0.0145 -0.0120 0.086
H -0.574 4.819 3.110 -0.0595 -0.0182 -0.0677 0.057
H 1.594 4.674 0.186 0.0470 -0.0091 0.1424 0.062
C -4.623 -1.578 0.723 0.0556 -0.0030 0.0174 -0.058
C -3.990 -1.967 -0.603 -0.0374 0.0587 -0.0112 -0.498
C -4.888 -2.881 -1.421 0.0539 -0.0312 -0.0098 -0.057
O -2.711 -2.560 -0.396 -0.0558 -0.1082 -0.0322 -0.058
H -4.805 -2.471 1.329 -0.0232 0.0066 -0.0008 0.078
H -3.958 -0.916 1.277 0.0008 0.0004 0.0015 0.079
H -5.577 -1.071 0.571 -0.0041 0.0018 -0.0088 0.077
H -3.771 -1.063 -1.177 -0.0013 -0.0017 -0.0056 0.139
H -5.077 -3.810 -0.873 -0.0229 0.0077 -0.0001 0.078
H -4.413 -3.134 -2.369 -0.0022 0.0022 -0.0045 0.074
H -5.849 -2.408 -1.629 -0.0027 0.0100 0.0026 0.079
H -2.820 -3.370 0.114 -0.0483 0.0153 0.0080 0.093
C -1.327 5.657 7.188 0.0255 -0.0036 -0.0427 -0.063
C -2.521 5.549 6.253 0.0004 -0.0005 0.0594 -0.501
C -3.694 4.842 6.908 0.0365 -0.0357 -0.0727 -0.061
O -2.152 4.909 5.034 -0.0240 0.0069 0.0110 -0.061
H -0.981 4.658 7.470 -0.0050 0.0062 0.0224 0.081
H -0.503 6.177 6.699 0.0014 -0.0021 -0.0041 0.078
H -1.587 6.194 8.102 -0.0104 -0.0003 0.0024 0.077
H -2.828 6.551 5.945 -0.0017 0.0007 0.0077 0.137
H -3.412 3.821 7.183 -0.0010 0.0087 0.0272 0.086
H -4.541 4.784 6.226 -0.0001 0.0072 0.0020 0.069
H -4.021 5.354 7.813 0.0052 -0.0022 0.0030 0.069
H -1.869 4.010 5.240 -0.0017 0.0004 -0.0258 0.090
C 4.301 -8.510 -3.888 -0.0156 0.0225 -0.0389 -0.064
C 3.659 -7.305 -3.219 0.0029 -0.0218 0.0588 -0.512
C 3.051 -7.655 -1.869 -0.0360 0.0370 -0.0117 -0.061
O 2.686 -6.709 -4.071 0.0333 0.0023 -0.0184 -0.050
H 3.549 -9.283 -4.072 0.0125 -0.0157 0.0180 0.078
H 4.737 -8.224 -4.845 -0.0007 -0.0001 -0.0026 0.078
H 5.084 -8.941 -3.261 -0.0007 0.0027 0.0112 0.077
H 4.410 -6.525 -3.079 0.0031 0.0000 -0.0139 0.128
H 2.264 -8.405 -1.995 0.0131 -0.0177 0.0137 0.079
H 2.610 -6.770 -1.413 -0.0022 0.0057 0.0032 0.071
H 3.802 -8.061 -1.190 0.0112 -0.0037 -0.0027 0.078
H 1.986 -7.353 -4.227 -0.0147 0.0237 0.0032 0.086
C -7.792 6.015 6.320 0.0518 -0.0018 0.0088 -0.059
C -7.920 5.199 7.596 -0.0373 0.0020 -0.0453 -0.503
C -9.105 5.642 8.438 0.0350 -0.0109 0.0435 -0.065
O -6.711 5.246 8.353 -0.0488 0.0214 0.0508 -0.061
H -7.634 7.070 6.564 -0.0205 0.0040 -0.0117 0.082
H -6.944 5.672 5.728 0.0018 -0.0014 0.0024 0.071
H -8.694 5.941 5.712 -0.0089 -0.0016 0.0034 0.080
H -8.034 4.144 7.340 -0.0048 0.0035 -0.0054 0.138
H -8.983 6.688 8.737 -0.0207 0.0040 -0.0129 0.080
H -9.181 5.036 9.340 0.0021 0.0001 0.0019 0.077
H -10.039 5.558 7.880 -0.0008 -0.0004 -0.0105 0.079
H -6.558 6.163 8.606 0.0081 -0.0084 -0.0023 0.086
C 4.849 4.554 2.099 -0.0432 -0.0116 -0.0376 -0.048
C 4.554 5.860 1.379 0.0634 -0.1489 0.0107 -0.489
C 5.038 7.071 2.160 -0.0504 0.0267 -0.0276 -0.065
O 3.158 5.967 1.097 -0.0451 0.1988 -0.0614 -0.066
H 4.340 4.539 3.068 0.0222 0.0000 0.0130 0.082
H 4.494 3.704 1.518 -0.0014 -0.0037 0.0020 0.084
H 5.919 4.434 2.276 0.0028 0.0020 -0.0016 0.080
H 5.029 5.847 0.396 0.0007 0.0026 0.0012 0.140
H 4.535 7.115 3.131 0.0231 -0.0039 0.0118 0.079
H 4.817 7.991 1.618 -0.0023 0.0011 -0.0021 0.076
H 6.113 7.017 2.338 0.0037 -0.0092 0.0011 0.077
H 2.688 5.979 1.938 0.0289 -0.0699 0.0020 0.058
C 3.058 -5.565 2.145 -0.0317 0.0158 -0.0405 -0.058
C 2.173 -4.566 2.873 0.0795 -0.0124 -0.0212 -0.503
C 1.860 -5.006 4.294 -0.0482 0.0171 -0.0130 -0.064
O 0.977 -4.322 2.139 -0.0958 0.0401 -0.0152 -0.054
H 2.552 -6.533 2.072 0.0143 -0.0111 0.0089 0.079
H 3.275 -5.214 1.137 0.0063 0.0032 -0.0063 0.072
H 4.002 -5.714 2.672 0.0028 0.0070 0.0065 0.080
H 2.674 -3.596 2.895 0.0073 -0.0041 0.0074 0.138
H 1.321 -5.958 4.282 0.0184 -0.0093 0.0112 0.078
H 1.236 -4.265 4.792 -0.0027 0.0009 0.0007 0.078
H 2.774 -5.141 4.875 0.0094 0.0014 -0.0048 0.078
H 0.479 -5.144 2.075 0.0508 -0.0252 0.0099 0.085
C -0.858 -3.971 -9.189 -0.0029 -0.0703 0.0163 -0.062
C -2.278 -4.134 -9.707 0.0636 0.0686 -0.0162 -0.507
C -3.136 -2.928 -9.368 -0.0726 -0.0661 0.0413 -0.064
O -2.869 -5.334 -9.201 0.0024 0.0053 0.0133 -0.063
H -0.865 -3.858 -8.101 0.0061 0.0364 -0.0038 0.072
H -0.255 -4.842 -9.444 -0.0005 -0.0007 0.0002 0.075
H -0.386 -3.082 -9.609 -0.0056 0.0090 -0.0042 0.080
H -2.256 -4.281 -10.790 -0.0081 -0.0078 0.0030 0.131
H -3.189 -2.817 -8.282 0.0066 0.1015 0.0238 0.059
H -4.149 -3.051 -9.751 0.0108 -0.0198 -0.0172 0.075
H -2.713 -2.011 -9.780 0.0194 0.0043 0.0143 0.081
H -2.906 -5.247 -8.241 -0.0060 -0.0130 -0.0073 0.086
```
Positions in Å, forces in eV/Å.